Entry 1:
Molecular formula: C18H54O24P6
Method: DFT, ωB97M-V/def2-TZVPD

```
102
Properties=species:S:1:pos:R:3:forces:R:3
C 3.221847 -1.393782 1.423325 -1.11 0.10 -0.08
O 3.889974 -1.099200 0.186389 0.17 -0.43 0.38
P 3.880866 -2.110237 -1.018441 1.07 0.34 -0.13
O 3.540476 -3.501456 -0.770200 -0.29 -0.26 0.08
O 2.986602 -1.321371 -2.057375 -0.49 0.04 -0.20
C 2.567141 -1.957304 -3.275477 -0.30 -0.39 0.05
O 5.359962 -1.943048 -1.577286 -0.28 -0.27 -0.03
C 5.850354 -0.667624 -1.965874 0.72 0.11 -0.35
H 2.672227 -2.337129 1.425938 0.08 -0.02 -0.49
H 2.493660 -0.587761 1.500909 0.05 -0.05 0.67
H 3.891330 -1.471730 2.271877 0.40 0.47 -0.24
H 3.026132 -2.940410 -3.381304 0.30 0.17 -0.19
H 2.773518 -1.283087 -4.100906 0.18 -0.10 -0.06
H 1.493885 -2.149217 -3.252889 -0.02 0.26 0.14
H 5.089410 0.109548 -1.974320 -0.09 -0.05 0.05
H 6.283074 -0.771249 -2.963212 -0.21 0.04 -0.04
H 6.676675 -0.376472 -1.316396 -0.21 -0.01 0.23
C -4.053172 -2.540252 0.529532 -1.90 1.54 0.71
O -3.797663 -2.986021 -0.795675 0.23 -0.50 0.53
P -4.962055 -3.783386 -1.514438 0.15 0.15 -0.46
O -5.767452 -4.677600 -0.690798 -0.11 -0.15 0.46
O -4.194150 -4.474595 -2.705917 0.09 0.05 -0.34
C -3.174687 -5.419966 -2.387897 0.15 -0.48 0.70
O -5.781438 -2.640152 -2.238503 -0.10 -0.49 0.29
C -7.176143 -2.888186 -2.441413 -0.71 0.45 -0.28
H -4.947048 -1.890520 0.545531 0.28 0.25 -0.54
H -3.264353 -1.889803 0.887593 0.46 -0.42 -0.11
H -4.427731 -3.248966 1.271097 1.00 -0.87 -0.37
H -2.217955 -4.914590 -2.273613 0.03 0.04 -0.17
H -3.119364 -6.203217 -3.138380 -0.10 0.31 -0.35
H -3.397961 -5.937240 -1.449624 -0.07 0.14 0.02
H -7.774311 -2.903758 -1.528867 0.45 0.14 0.26
H -7.395676 -3.834884 -2.934596 0.36 0.05 -0.25
H -7.500295 -2.042367 -3.044340 -0.17 -0.20 -0.13
C 3.354882 -1.584127 4.896228 0.35 -1.58 1.06
O 2.041952 -1.754456 4.364288 -0.02 0.46 -0.55
P 0.849597 -1.126030 5.205127 1.08 0.17 0.49
O 1.156386 0.188445 5.772199 -0.35 0.24 -0.03
O 0.646315 -2.262960 6.285724 -0.06 0.21 -0.01
C -0.080084 -2.010269 7.487983 -0.82 -0.89 0.12
O -0.372493 -1.259081 4.251114 -0.85 -0.47 0.01
C -0.729503 -0.228646 3.339299 0.76 0.83 -1.27
H 3.997950 -0.875090 4.386807 -0.45 0.36 -0.14
H 3.822906 -2.574422 4.858628 0.06 0.14 -0.39
H 3.307319 -1.406616 5.972072 0.03 0.59 -0.12
H -0.623268 -1.068291 7.520062 0.35 0.23 -0.22
H 0.559120 -2.122782 8.359499 0.25 0.22 -0.11
H -0.827006 -2.806746 7.532822 -0.01 0.08 0.15
H -1.076790 -0.628840 2.385935 -0.17 -0.55 0.36
H 0.161436 0.333523 3.043735 -0.12 0.20 0.30
H -1.475169 0.467179 3.711286 0.04 -0.16 0.43
C -1.961876 0.035045 -8.585280 0.60 -0.81 0.85
O -1.611080 1.121807 -7.722456 -0.59 0.27 -0.62
P -0.411078 1.033060 -6.713875 0.11 -0.36 0.08
O -0.271347 -0.257574 -6.038384 0.15 -0.39 0.00
O 0.872806 1.491161 -7.525284 0.07 0.16 -0.02
C 1.572591 0.551940 -8.314227 0.87 -0.23 -1.12
O -0.678570 2.271384 -5.818174 -0.26 0.11 0.33
C -0.750767 2.110578 -4.381536 0.30 0.06 0.07
H -2.899688 -0.395782 -8.240920 -0.27 0.34 -0.30
H -1.240700 -0.775634 -8.438534 0.01 0.05 -0.28
H -1.963719 0.352330 -9.621280 -0.19 0.16 -0.01
H 1.032828 -0.367392 -8.537237 -0.13 -0.04 0.44
H 2.550757 0.318573 -7.891135 -0.24 -0.13 0.44
H 1.820775 0.973338 -9.295071 -0.34 0.36 0.17
H -0.916459 1.090016 -4.042198 -0.04 -0.13 -0.43
H -1.588147 2.708806 -4.040060 0.21 0.25 0.12
H 0.221039 2.426400 -4.011415 -0.23 0.27 0.38
C -0.842854 3.156142 0.951600 -0.61 -0.40 0.64
O -0.615313 1.731946 0.959245 0.65 -0.03 0.11
P -0.600030 1.015800 -0.442359 0.06 0.40 -0.08
O -1.907126 0.981309 -1.082665 -0.22 -0.06 -0.52
O 0.485863 1.779329 -1.323005 -0.19 -0.46 -0.32
C 1.886589 1.559593 -1.170496 0.91 1.43 0.37
O 0.065335 -0.362470 -0.073373 -0.02 -0.10 0.15
C -0.152421 -1.444785 -0.981133 -0.04 -0.77 -0.59
H -1.463400 3.320032 1.831636 0.04 0.25 -0.03
H -1.415625 3.436665 0.069315 0.19 0.19 -0.08
H 0.093722 3.689644 1.081952 0.09 -0.05 -0.25
H 2.346017 2.552823 -1.227362 -0.10 -0.01 0.09
H 2.368425 0.999644 -1.966336 -0.63 -0.49 -0.06
H 2.161820 1.169510 -0.192598 -0.19 -0.31 -0.05
H -0.457452 -1.141505 -1.986665 -0.12 0.39 0.21
H -0.923097 -2.111057 -0.596786 0.01 0.06 0.12
H 0.777428 -1.990258 -1.115649 0.08 0.00 0.40
C -1.944015 3.324522 5.309128 -0.03 -0.06 0.13
O -0.794928 2.875152 4.586589 -0.05 -0.47 0.08
P 0.517843 3.701320 4.414508 -0.59 0.53 -0.62
O 1.449614 3.206997 3.405142 0.18 -0.11 0.10
O -0.082185 5.149598 4.050701 0.47 -0.06 -0.26
C 0.749802 6.036311 3.265654 -0.77 0.10 0.59
O 1.026724 3.853056 5.890363 -0.01 -0.32 0.38
C 2.235541 4.499421 6.206943 1.12 0.56 0.52
H -2.752537 3.417682 4.587451 -0.06 0.23 0.09
H -1.746965 4.258792 5.830148 -0.08 0.12 -0.16
H -2.224600 2.582210 6.055225 0.19 -0.15 -0.09
H 0.137769 6.926350 3.143597 0.12 0.09 -0.14
H 0.979664 5.600709 2.299015 0.19 -0.08 0.03
H 1.637141 6.294982 3.839062 0.21 -0.01 -0.23
H 2.686012 4.048255 7.091994 -0.33 -0.24 -0.02
H 2.077507 5.552673 6.457386 -0.24 -0.04 -0.19
H 3.003093 4.437768 5.431612 -0.33 -0.13 -0.27
```
Positions in Å, forces in eV/Å.

## Properties
* energy: -4572.65270 Eh
* charge: 0
* structure (SMILES): COP(=O)(OC)OC.COP(=O)(OC)OC.COP(=O)(OC)OC.COP(=O)(OC)OC.COP(=O)(OC)OC.COP(=O)(OC)OC
* LUMO level: 0.573 eV

---

Entry 2:
Molecular formula: C18H54O9S9
Method: DFT, ωB97M-V/def2-TZVPD

```
90
Properties=species:S:1:pos:R:3:forces:R:3
C 2.733730 -4.049670 -0.876764 0.36 -0.76 1.52
S 4.102299 -3.250481 -1.585155 3.10 -3.29 -2.53
O 4.966915 -4.402430 -2.222253 -1.62 2.47 1.44
C 3.225164 -2.456583 -2.888180 -2.68 -1.19 1.52
H 3.140692 -4.362414 0.080800 -0.57 0.42 0.59
H 2.391938 -4.974997 -1.243079 0.30 -1.24 -1.63
H 1.860291 -3.461905 -0.912883 -0.86 1.23 0.79
H 2.520580 -3.159415 -3.500522 0.60 1.51 1.68
H 3.851990 -2.107497 -3.583916 2.93 1.21 -2.55
H 2.994384 -1.545674 -2.280701 -1.44 -0.41 -1.01
C 1.359444 2.192874 4.991826 -3.88 -4.93 -14.01
S 2.464837 0.854185 4.774222 1.10 0.95 0.36
O 3.591936 1.208197 5.706512 -0.02 -0.45 -0.50
C 1.440403 -0.180085 5.743322 0.57 1.44 3.79
H 0.317233 1.847051 5.177148 0.31 -0.24 -1.29
H 1.368643 2.968844 4.174867 0.04 -0.99 0.61
H 1.409879 2.606918 5.744780 2.71 7.30 13.71
H 2.140373 -0.936768 6.062709 -0.20 -0.66 0.22
H 0.559539 -0.539631 5.289412 -0.90 -0.38 -0.62
H 1.222766 0.516470 6.735738 0.35 -2.05 -2.37
C 3.045275 -2.761590 2.419746 -0.63 3.87 8.79
S 4.301370 -3.660217 3.200179 4.46 -0.67 -2.27
O 5.502825 -3.449061 2.186234 -2.27 -0.75 2.05
C 4.669913 -2.604668 4.626435 -3.76 0.47 -2.52
H 3.447260 -1.759792 2.370727 0.02 0.49 -0.28
H 2.189716 -2.663487 3.284008 1.54 -0.31 -2.43
H 2.705677 -3.019004 1.562215 -2.06 -2.44 -5.37
H 3.658050 -2.406362 4.967311 0.00 0.46 0.51
H 5.210801 -1.737061 4.450276 0.62 1.84 -1.19
H 5.176515 -3.049992 5.353241 1.99 -2.77 2.86
C -2.844856 -1.567319 -5.038146 1.20 -2.99 -5.60
S -1.535408 -2.756691 -4.679687 0.70 -1.84 -0.52
O -0.675788 -3.021175 -5.887475 -0.89 0.54 0.51
C -0.582579 -1.743702 -3.629365 1.05 2.14 2.01
H -3.607813 -2.248081 -5.469183 -0.40 0.56 1.23
H -2.568622 -1.118086 -6.043683 0.27 0.39 1.52
H -3.024707 -0.956435 -4.259974 -1.13 2.07 2.43
H -0.429583 -0.766992 -4.213012 -0.30 -0.99 1.31
H 0.459724 -2.091202 -3.349912 -1.38 -0.20 -0.76
H -1.137030 -1.668299 -2.593466 0.82 0.39 -2.07
C -0.956072 0.578608 0.574768 -1.34 0.44 -1.43
S 0.746414 0.569708 1.158842 -1.08 -2.58 1.49
O 0.761804 -0.280042 2.462217 -0.25 1.56 -1.89
C 1.210992 -0.545487 -0.106859 -0.05 -3.30 0.98
H -1.361833 0.916015 1.471687 -1.19 2.33 1.14
H -1.654022 -0.307641 0.594070 1.82 -0.37 -0.93
H -1.101539 1.237676 -0.392305 0.24 -1.10 2.34
H 2.181078 -0.906134 0.201830 0.41 -0.37 -0.13
H 1.340553 -0.023704 -0.969576 0.47 1.74 -2.65
H 0.512799 -1.440938 -0.357588 0.94 1.60 1.04
C -2.716287 3.105994 3.784505 0.34 1.66 2.70
S -2.651154 3.962576 2.263450 2.38 -1.86 -2.72
O -1.444997 3.517996 1.414716 -0.86 1.16 1.52
C -3.915276 2.905377 1.570529 -2.32 8.20 1.23
H -2.338919 2.130312 3.907389 -0.01 -1.58 -0.90
H -3.766042 3.246750 3.995606 -0.41 -0.61 0.51
H -2.215310 3.585348 4.655665 -0.07 0.51 -0.91
H -4.761656 3.227319 2.199285 -0.35 -0.68 -0.75
H -3.772006 1.977605 1.515064 1.72 -7.65 0.57
H -4.044166 3.201027 0.567165 -0.45 0.90 -1.08
C -7.043751 -2.510594 -0.691706 0.66 -2.66 4.30
S -5.564716 -2.085721 -1.549225 -0.53 4.15 -0.16
O -5.764626 -0.554403 -1.900972 1.01 -3.09 0.49
C -4.350933 -2.112543 -0.167383 -1.45 -2.69 -1.70
H -7.809902 -2.506504 -1.379118 -1.46 -0.85 -1.99
H -7.614055 -2.063210 0.196525 1.94 0.64 -0.90
H -6.735274 -3.557250 -0.211186 -1.19 1.59 -1.54
H -4.580116 -2.908706 0.521711 -0.08 -0.06 0.35
H -4.433377 -1.172706 0.172097 -0.27 3.30 1.80
H -3.410571 -2.263227 -0.599843 1.46 -0.28 -0.65
C -2.515576 4.029633 -1.586583 1.04 -0.29 -1.90
S -4.261677 4.656267 -1.850977 1.44 2.58 -0.88
O -4.177705 5.872248 -2.833928 -0.14 -2.72 1.87
C -4.825661 3.239207 -2.748406 -4.83 11.12 -3.10
H -1.992063 4.097471 -2.635854 -1.19 -0.40 1.74
H -2.546276 2.955798 -1.222052 0.05 1.34 -0.40
H -1.842274 4.644574 -0.942214 -1.18 -0.38 -0.11
H -4.360365 3.175022 -3.611232 2.44 0.26 -4.51
H -5.890150 3.357523 -2.976123 0.17 0.06 0.31
H -4.657945 2.470913 -2.358244 2.21 -11.62 6.84
C 5.971828 0.870749 -2.450351 -2.29 0.09 4.21
S 4.499239 1.658016 -3.153714 -1.05 -0.20 0.64
O 3.345338 1.387232 -2.178616 1.60 0.49 -0.96
C 4.952116 3.385929 -3.093372 4.35 -2.01 1.25
H 6.351271 1.302988 -1.400208 -1.19 -0.96 -2.33
H 6.753929 0.769194 -3.081038 2.48 0.27 -2.38
H 5.572090 -0.167502 -2.359978 0.36 0.66 0.51
H 5.571726 3.757936 -2.259734 0.70 -1.30 0.11
H 4.288797 4.048881 -2.878328 -5.95 3.19 0.91
H 5.392539 3.846647 -3.924762 0.90 -0.40 -1.87
```
Positions in Å, forces in eV/Å.

## Properties
* energy: -4978.28886 Eh
* charge: 0
* LUMO level: -0.166 eV